# 1
17
Properties=species:S:1:pos:R:3:forces:R:3:nbo_charge:R:1 method="wB97M-V/def2-TZVPD" s2=0.754 orbital_gap_ev="11.0 / 6.2" multiplicity=2 charge=+1 energy_ha=-288.61601 homo_energy_ev="-14.6 / -14.5" lumo_ev="-3.60 / -8.32"
C 0.345215 2.445597 0.283225 0.7691 -0.6311 1.5594 -0.48
N 0.468112 1.141327 -0.308543 -2.4175 0.5317 -1.2319 -0.09
C -0.450844 0.096570 0.102417 -1.1636 0.6617 0.3318 -0.32
C 0.047649 -1.618494 1.844009 -0.7257 0.2443 -1.0802 -0.27
C 0.200726 -1.113207 0.615598 0.9897 -1.9720 0.8602 -0.24
H -0.032750 2.265552 1.294528 0.1827 0.3649 -0.0763 0.24
H 1.352038 2.869237 0.333461 -0.2323 0.4299 -0.1668 0.27
H -0.377472 3.098471 -0.221575 0.2258 -0.1851 -0.4593 0.29
H 0.637296 1.156717 -1.318200 0.8216 -0.2857 0.1847 0.42
H -1.059656 -0.265337 -0.755548 0.4665 0.7133 0.2007 0.25
H -1.166730 0.461438 0.869081 0.6446 0.2085 -0.4597 0.25
H 0.056359 -2.704901 1.920128 0.8680 0.2762 0.5501 0.24
H -0.327778 -1.015629 2.655896 -0.2858 -0.1112 0.1801 0.21
H 0.678332 -1.747230 -0.119403 -0.1718 -0.0946 -0.1995 0.22
H 0.668381 -1.540340 -2.312615 -0.3504 -0.1824 -0.0052 0.46
H -0.891751 -1.665728 -2.165859 -0.4260 0.0310 0.4874 0.46
O -0.147126 -1.864035 -2.716597 0.8051 0.0004 -0.6756 -0.91

# 2
81
Properties=species:S:1:pos:R:3:forces:R:3:mulliken_charge:R:1 method="wB97M-V/def2-TZVPD" orbital_gap_ev=6.8 energy_ha=-2813.56975 homo_energy_ev=-7.5 lumo_ev=-0.67
Rb -1.079214 5.494274 1.693844 0.5876 -1.3669 1.4199 1.00
C -4.734222 1.318703 -1.122699 -0.0327 0.0199 0.0133 -1.87
C -3.322372 0.854398 -1.222357 0.1242 0.0321 0.0373 0.34
C -2.914192 -0.082592 -2.111025 -0.0148 -0.0250 -0.0153 -0.53
C -1.549147 -0.483771 -2.173818 0.0371 -0.0378 0.0292 0.33
N -0.666121 0.021024 -1.369706 -0.2144 0.0968 0.0214 -0.47
N -1.075916 0.940268 -0.473718 0.4491 -0.1493 0.0195 0.30
B 0.025219 1.437944 0.466880 0.1208 0.0200 -0.0462 -0.77
N 1.453450 1.079156 -0.067999 -0.1562 -0.2350 0.1539 0.56
N 2.141810 -0.052120 -0.085510 -0.0656 0.1671 -0.0342 -0.87
C 3.301805 0.010370 -0.687631 0.0988 0.0425 -0.0908 0.19
C 3.777670 1.223131 -1.270635 -0.0037 -0.0616 -0.0143 -0.17
C 3.061249 2.383744 -1.223631 -0.1686 -0.0886 0.0936 0.26
C 3.492978 3.696865 -1.780457 0.0551 0.0333 0.0024 -1.63
C 1.817826 2.248578 -0.564436 0.0810 0.2008 -0.0598 0.50
S 0.486156 3.277896 -0.187952 0.0529 -0.1339 -0.0462 -0.44
C 4.131916 -1.260533 -0.770227 -0.0110 0.0403 0.0257 2.15
C 4.315599 -1.630199 -2.248064 -0.0215 -0.0217 -0.0502 -1.31
C 5.499496 -1.011905 -0.123555 0.0727 0.0068 0.0413 -1.80
C 3.436438 -2.411186 -0.047854 -0.0033 -0.0834 -0.0033 -1.77
N -0.202146 0.925020 1.903060 -0.1486 -0.0324 -0.3184 0.49
N -0.884740 -0.236124 1.828131 0.0087 0.0616 0.1605 0.25
C -1.234297 -0.853533 2.911613 0.0275 0.0431 -0.0929 -0.20
C -0.899176 -0.317888 4.182853 -0.0068 -0.0456 0.0008 -0.48
C -0.174375 0.823041 4.271179 -0.0096 0.0675 -0.0219 0.27
C 0.216850 1.406817 5.587746 -0.0203 0.0258 -0.0157 -1.86
C 0.228576 1.491835 3.052810 0.1438 -0.0014 0.1605 0.61
S 1.209172 2.856557 3.082983 -0.0247 0.0178 -0.0697 -0.35
C -2.008322 -2.149446 2.689149 0.0054 0.0537 0.0564 2.37
C -2.444351 -2.778967 4.010383 -0.0283 -0.0456 0.0512 -2.38
C -1.109275 -3.129779 1.928904 0.0080 -0.0340 -0.0441 -1.53
C -3.249692 -1.838605 1.844438 -0.0316 -0.0133 -0.0446 -1.42
C -2.327619 1.410479 -0.333410 -0.3191 0.0422 0.0637 0.69
S -2.696652 2.553334 0.848759 0.0156 -0.0624 -0.0947 -0.52
C -1.077793 -1.537922 -3.162547 -0.0245 0.0595 -0.0038 2.54
C -1.777143 -2.863413 -2.836183 -0.0258 -0.0279 0.0221 -1.68
C -1.444453 -1.096261 -4.584999 0.0072 0.0014 -0.0265 -1.90
C 0.434149 -1.729724 -3.072730 0.0426 -0.0315 -0.0438 -2.19
H -5.358994 0.818407 -1.860717 -0.0039 0.0007 -0.0029 0.41
H -4.786546 2.398589 -1.266886 0.0049 0.0051 -0.0139 0.36
H -5.124404 1.129514 -0.121311 0.0078 -0.0120 -0.0029 0.34
H -3.633874 -0.532742 -2.782991 -0.0010 0.0010 -0.0177 0.39
H 4.740497 1.217058 -1.765980 0.0182 -0.0010 0.0192 0.40
H 4.459915 3.617848 -2.273069 0.0003 -0.0052 -0.0023 0.39
H 3.567269 4.433119 -0.978147 -0.0060 0.0164 -0.0045 0.35
H 2.761272 4.075023 -2.495776 -0.0299 -0.0159 0.0032 0.35
H 4.826896 -0.846027 -2.808693 0.0122 0.0198 0.0082 0.33
H 3.351581 -1.814952 -2.725522 -0.0007 0.0028 0.0111 0.12
H 4.914677 -2.538246 -2.331608 0.0059 -0.0050 0.0215 0.47
H 6.064844 -0.230760 -0.634018 -0.0163 0.0165 -0.0205 0.32
H 6.097680 -1.923387 -0.162649 -0.0137 -0.0169 -0.0074 0.46
H 5.393098 -0.722481 0.923157 -0.0221 -0.0037 0.0054 0.39
H 2.464209 -2.631912 -0.487670 -0.0043 0.0172 -0.0115 0.21
H 3.275962 -2.189105 1.006431 0.0141 0.0322 0.0167 0.37
H 4.060041 -3.303784 -0.123565 -0.0035 0.0008 0.0058 0.47
H -1.211171 -0.824199 5.085742 -0.0046 -0.0072 0.0022 0.51
H -0.174774 0.801943 6.404046 0.0054 0.0104 0.0166 0.35
H -0.156834 2.428120 5.672428 -0.0137 -0.0044 0.0112 0.35
H 1.301639 1.480662 5.667459 0.0049 -0.0298 -0.0083 0.36
H -1.595105 -3.053233 4.639666 0.0333 0.0072 -0.0314 0.44
H -3.005586 -3.691562 3.804723 -0.0023 0.0012 0.0004 0.41
H -3.094323 -2.116209 4.585145 -0.0139 0.0212 -0.0246 0.46
H -0.213131 -3.373809 2.502752 0.0099 0.0073 0.0226 0.38
H -0.796535 -2.700650 0.976481 0.0066 0.0197 -0.0084 0.11
H -1.651696 -4.057240 1.734105 -0.0032 -0.0100 0.0009 0.45
H -3.906016 -1.127048 2.348780 0.0035 0.0051 0.0284 0.39
H -3.811258 -2.757390 1.662407 -0.0132 0.0017 0.0047 0.47
H -2.966838 -1.408672 0.883042 0.0305 -0.0092 0.0027 0.08
H -2.862699 -2.778117 -2.908367 -0.0079 0.0128 -0.0024 0.39
H -1.531034 -3.195655 -1.825898 0.0134 0.0101 0.0153 0.23
H -1.458227 -3.637400 -3.536261 0.0106 0.0033 -0.0156 0.47
H -2.520198 -0.973759 -4.714338 -0.0205 -0.0096 0.0160 0.35
H -1.110128 -1.846829 -5.303025 0.0091 -0.0061 -0.0037 0.47
H -0.966443 -0.147816 -4.835441 0.0160 0.0042 0.0075 0.39
H 0.743929 -2.038737 -2.074335 -0.0406 -0.0047 0.0243 0.15
H 0.966566 -0.807057 -3.309327 -0.0187 0.0186 -0.0059 0.38
H 0.737141 -2.496653 -3.788866 0.0137 -0.0032 0.0036 0.56
O -3.198529 7.408346 -1.242598 -0.0777 -0.1996 -0.0204 -0.56
C -2.495565 6.860205 -0.402571 0.1736 0.8103 -0.1878 0.55
O -1.568556 7.349592 0.317136 -0.5168 0.8755 -0.9634 -0.74
H -2.687894 5.757537 -0.235461 -0.1667 -0.1125 -0.1283 -0.21

# 3
14
Properties=species:S:1:pos:R:3:forces:R:3:nbo_charge:R:1 method="wB97M-V/def2-TZVPD" orbital_gap_ev=9.2 energy_ha=-378.59706 homo_energy_ev=-9.1 lumo_ev=0.10
C -0.357275 -0.185887 -0.193885 2.5662 -0.0472 3.3597 0.44
C 1.329378 1.451850 0.659203 -6.1939 3.0839 -2.7884 0.15
C 2.281824 1.826133 1.422691 1.8356 2.7547 3.8219 -0.51
C -0.123254 -1.656823 -0.235619 -0.7129 -5.0388 -3.6859 -0.13
C -0.017657 -2.869904 -0.630464 -1.0496 3.2916 0.1077 -0.18
H -3.244497 0.426454 -0.750462 3.4306 -1.4517 -3.0907 0.35
H -2.117569 -0.954347 -1.152806 -1.0383 1.7231 -1.3830 0.34
H 0.610039 2.369011 0.225458 2.0034 -2.8265 0.3831 0.19
H 2.565273 1.203215 2.203725 1.1464 -2.0185 0.7751 0.20
H 2.474878 2.866929 1.927496 -0.4961 -1.4583 -2.4385 0.23
H -0.076393 -3.939145 -1.185763 0.4009 3.1888 2.0704 0.29
N -2.209323 0.109934 -1.391200 -4.2976 -1.1407 4.6396 -0.59
N -1.325305 0.602293 -0.397503 1.9257 -0.3369 -1.3829 -0.27
O 0.731572 0.206260 0.640215 0.4795 0.2765 -0.3881 -0.51

# 4
12
Properties=species:S:1:pos:R:3:forces:R:3:nbo_charge:R:1 method="wB97M-V/def2-TZVPD" s2=2.006 orbital_gap_ev="6.1 / 6.8" multiplicity=3 charge=+1 energy_ha=-736.76039 homo_energy_ev="-10.4 / -15.3" lumo_ev="-4.36 / -8.45"
C 1.227167 0.561862 -0.071675 8.8736 4.2621 -0.7786 0.13
C 0.084315 0.264042 -0.266688 -12.2264 -3.3328 -0.7035 -0.20
N -1.950499 -1.402884 -0.611359 -2.3394 -1.7694 -0.7768 -1.10
N 2.588684 0.728628 0.234153 -1.0019 -0.6662 1.3124 -0.77
O -2.378403 1.120339 -0.591906 0.1385 -0.6180 -0.5105 -0.83
O -1.646503 0.031850 1.473800 -0.2424 -0.6032 0.0117 -0.85
S -1.694205 0.050497 0.042342 2.0477 0.6499 0.0815 2.29
H -1.993735 -2.098385 0.163405 0.1424 0.5560 -0.8685 0.44
H -2.726985 -1.644693 -1.373529 2.1560 1.4189 2.1641 0.47
H 2.510316 1.349245 1.072053 0.9536 0.6232 -1.1093 0.48
H 2.859328 1.126804 -0.720378 0.9959 -0.3065 1.9655 0.52
H 3.120523 -0.087304 0.649782 0.5025 -0.2140 -0.7880 0.42